# 1
The following is a quantum chemistry calculation of C44H34MoN2O8P3S as an isolated structure, from the OMol25 dataset.

Last column: Mulliken spin population.
Atoms and positions in Å:
C 3.7689 -2.9613 -1.6509  0.037
C -4.6141 -0.8775 1.9855  -0.002
C -3.2444 -0.8862 1.7796  0.013
N 1.4527 -0.3770 -2.7466  0.001
H 2.6769 -1.9323 1.3741  0.022
H -2.6397 -0.0357 2.0737  -0.005
H 0.3339 -6.0055 -2.9183  0.000
C 2.3601 0.4941 2.5881  -0.007
H 0.7777 0.4465 -4.8963  0.001
C 3.6377 -2.8508 -0.2712  -0.025
H 1.7705 -3.2427 5.6369  0.000
H 1.3924 -6.0487 -0.6822  0.000
P -1.0576 2.9534 1.3863  0.007
C 0.1614 -3.7887 4.3288  0.000
C 1.2104 -2.9825 4.7451  0.001
H -10.8833 1.4607 -0.0368  0.000
H -1.7938 4.1734 -2.9196  0.000
H -6.4738 -1.9061 1.6726  0.000
P -0.8493 -1.8902 0.8361  -0.151
C -2.6777 0.0580 -1.3029  0.079
O 1.1300 4.3872 -0.4647  0.002
C -2.6456 -1.9678 1.1318  -0.012
H 3.4240 -1.5327 5.1515  0.000
H 4.4719 -3.6601 -2.0866  0.002
C 3.2321 -0.1107 3.6048  -0.002
H -11.0484 -0.2559 0.3882  0.000
C 2.7258 -1.9681 0.2936  0.036
H -11.1743 0.2788 -1.3144  0.000
C -0.5214 -3.2779 -0.3038  0.004
C -4.8907 -0.7350 -2.0558  0.021
C -4.8015 -3.0273 0.9351  0.000
C -4.6317 1.5038 -1.1975  0.018
S -8.5451 0.9660 -2.0066  0.000
H -0.7653 2.5070 -1.4762  -0.012
C -4.0659 0.2717 -1.5456  -0.006
C -0.3864 2.2083 -5.2974  -0.001
C -1.1103 3.2607 -4.7474  0.003
H 4.2175 0.3148 3.7552  0.000
H -1.2580 -4.1930 -3.4859  0.000
C -5.9924 1.7094 -1.3341  -0.004
H 3.0886 -2.1536 -3.5339  -0.001
C -0.1265 -2.3684 2.4174  0.012
H -0.1235 -4.6562 4.9108  0.000
H -1.5779 3.9931 -5.3940  0.000
O -1.0483 1.4435 1.3206  -0.004
O 1.0894 0.8979 3.0689  0.014
O -8.4989 -0.2679 0.3418  0.000
C -0.8030 -4.2304 -2.5038  -0.001
Mo 0.3068 0.2269 0.1048  2.085
C 0.0907 -5.2454 -2.1862  -0.001
C 3.0019 -2.1398 -2.4545  -0.025
O -1.5664 3.7204 0.2083  0.002
C 0.6809 -5.2719 -0.9330  0.003
H -1.7773 -2.4425 -1.8304  -0.001
C -1.1031 -3.2499 -1.5730  -0.005
H -5.0756 -0.0215 2.4619  0.000
H 4.2533 -3.4634 0.3785  -0.001
H -3.9835 2.2835 -0.8147  0.004
H 0.8590 -4.3138 0.9735  0.001
C 0.8481 -1.4894 2.8779  -0.011
C -0.4960 -3.4948 3.1449  0.001
C 0.2138 1.2674 -4.4787  0.002
H -2.9727 -3.8878 0.2217  0.000
H -1.2973 -4.1312 2.7867  -0.001
O -1.9121 3.3097 2.6997  0.000
C 2.8088 -1.1329 4.3526  -0.002
O 0.4119 3.4695 1.7578  0.005
C -3.4269 -3.0436 0.7258  -0.003
H -5.4061 -3.8593 0.5953  0.000
C 2.1057 -1.2530 -1.8621  0.030
H 2.8202 1.1807 1.8877  -0.003
C -6.8063 0.6926 -1.8219  0.012
H -6.8895 -1.3111 -2.5787  0.000
C -0.6404 2.4229 -2.5443  0.052
O 1.4198 1.9183 0.0413  0.040
C 1.8931 -1.1471 -0.4777  -0.153
C -1.2329 3.3650 -3.3709  -0.006
H 0.1510 4.3616 -0.5040  -0.001
C 1.0915 -0.2041 2.1497  -0.001
C -10.6749 0.4396 -0.3596  0.000
C -6.2511 -0.5271 -2.1917  -0.006
H -0.2896 2.1191 -6.3725  0.000
N 0.6830 0.4283 -2.1988  -0.001
P 1.6884 3.3490 0.6622  0.009
C 0.3767 -4.2937 0.0051  0.024
H -2.2760 4.1959 2.5998  0.000
C -1.5429 0.0166 -0.8712  -0.075
H -4.4564 -1.6894 -2.3245  0.001
C 0.0828 1.3798 -3.0972  -0.017
C -9.1797 0.2663 -0.4894  0.001
C -5.3990 -1.9403 1.5526  -0.001
H -6.4301 2.6603 -1.0577  0.000
C 1.5803 -1.8450 4.0301  0.002

Atoms 1-2, force components in eV/Å:
C 0.003 0.001 -0.003
C -0.010 0.030 -0.002

As for the relative energy (zero: lowest compared OMol25 entry of this formula, charge and spin): 206.15 kJ/mol. As for the spin multiplicity: 3. The total energy is -106104.00851 eV. Its net charge is -1.

---

# 2
The following is a quantum chemistry calculation of a 2-piece molecular cluster, C4H4N4S2 overall at a distorted geometry, from the OMol25 dataset.

Last column: natural (NBO) charge in e.
Atoms and positions in Å:
H 1.0558 -0.5837 2.8080  0.197
C -0.5449 0.5848 2.1042  -0.029
N 0.1285 1.3525 1.1863  -0.343
C 0.0037 -0.3580 2.8626  -0.458
H -0.5924 -0.9273 3.5482  0.212
H -1.5942 0.8390 2.1515  0.211
N 2.3420 1.6398 0.6234  -0.058
C 0.5545 -0.1290 -2.4837  -0.322
H -2.3127 -1.6422 -3.2858  0.377
N 1.2978 1.4293 0.9796  0.270
N -1.7281 -0.8169 -3.3365  -0.573
C -0.6317 -0.7914 -2.7924  0.183
S 1.4810 1.1698 -2.5816  0.151
S 0.5409 -1.7667 -1.7839  0.183

Atoms 1-2, force components in eV/Å:
H 0.194 -0.053 -0.026
C 0.252 -0.726 0.789

As for the relative energy (zero: lowest compared OMol25 entry of this formula, charge and spin): 156.13 kJ/mol. As for the spin multiplicity: 1. The total energy is -31838.79433 eV. Its net charge is 0.

---

# 3
The following is a quantum chemistry calculation of a 7-piece molecular cluster, C25H36O21 overall at a distorted geometry, from the OMol25 dataset.

Last column: Mulliken charge in e.
Atoms and positions in Å:
H -1.6840 1.0254 7.2815  0.262
C -2.1170 0.9543 4.2566  0.555
H -1.1342 -1.1298 1.6839  -0.455
O -2.7906 -3.0022 2.4641  -0.484
C 4.5889 0.1296 -2.9586  0.695
H 2.9266 3.4295 -0.1367  0.254
O 4.6936 -1.8343 -5.7126  -0.500
O -2.7451 -3.0494 4.7131  -0.351
H -0.2962 3.0147 5.7916  0.380
O 0.9820 -1.0411 -2.0161  -0.449
H 2.1188 4.7399 1.7580  0.304
H -1.3560 -3.9267 5.9999  0.278
O -1.1267 1.8531 4.2773  -0.262
O -8.6803 -1.5777 0.6742  -0.532
C 3.4430 0.7208 -3.8177  -0.115
O 5.3149 -0.5968 -3.9306  -0.426
H -1.4962 -2.0065 -5.0125  0.342
H -4.9183 -0.7046 -2.0548  0.414
C -2.2219 -2.8466 3.4849  0.732
C -1.7306 -2.9496 5.6982  -0.410
C -7.9969 -0.7970 0.0966  0.548
O -0.4910 -1.4769 -0.3773  -0.408
H 0.3289 -2.6995 5.2915  0.376
C 3.1694 4.4490 1.7798  -0.451
C -1.1032 -0.7180 0.6782  1.144
H -6.0218 1.2152 0.1099  0.324
H -2.5647 2.4667 6.7855  0.286
C 3.4917 3.3434 0.7930  0.527
C -0.1758 0.5070 0.7462  -0.301
C -6.1224 0.3586 -0.5625  0.352
H 0.1092 1.3453 5.9422  0.251
H -4.1801 0.7473 -1.3019  0.360
C -0.6861 2.0161 5.6066  -0.312
C 1.7499 -3.1925 -4.3388  0.015
H 3.5005 1.7809 -4.0549  0.391
O -2.5405 0.4001 3.2875  -0.497
H -0.8822 1.3426 0.7473  0.276
H 5.1024 1.6674 -1.5090  0.114
H 2.5989 -2.6286 -3.9673  -0.043
H 2.4337 1.5978 1.5014  -0.011
C -0.6689 -2.4381 -4.4453  -1.429
H -0.8218 -2.1650 -3.4038  0.185
H -0.5767 -1.1482 5.1682  -0.305
H -7.0604 0.1000 -2.4866  0.297
C 4.5001 -0.9696 -4.9320  0.601
C 5.1231 4.9525 0.8236  0.593
H 3.9182 1.1979 0.6168  0.269
H -4.2639 -0.6772 -0.3685  0.149
O -2.5149 0.6858 5.5081  -0.310
O 1.9994 -4.0954 -5.4313  -0.410
H -2.1484 -0.5263 0.4452  -0.276
O 0.8080 -2.4494 -6.3538  -0.434
C -7.2870 0.5872 -1.5344  -0.440
O 0.5669 0.4919 -0.4493  -0.273
C 1.5106 -3.5734 -6.5881  0.527
O 6.1175 5.5590 0.6050  -0.524
O -0.9068 -2.4765 3.6117  -0.388
H 1.0016 -1.1864 -4.7511  -0.100
O 3.4978 -0.0467 -5.0353  -0.374
H 0.3982 0.5697 1.6676  0.245
H 6.5119 0.8328 -2.1633  0.361
O 1.6263 -4.0889 -7.6446  -0.528
C -0.5921 -2.2179 4.9769  0.268
O 3.9988 5.5143 1.3419  -0.344
H 4.1856 -0.5016 -2.1647  0.289
H 3.4022 4.2123 2.8215  0.294
H -0.8924 -3.5127 -4.5145  0.394
O 4.9052 3.6514 0.5971  -0.337
O -8.4101 0.0216 -0.9050  -0.329
C -4.8101 -0.1332 -1.1378  -1.185
C -1.9484 1.6454 6.4266  -0.380
H -7.4017 1.6650 -1.6545  0.316
H 5.7259 1.8991 -3.2422  0.449
H 1.2283 -3.7434 -3.5620  0.367
C 3.4513 1.9182 1.2889  -0.960
H 4.0966 1.8431 2.1682  0.419
C 5.5237 1.2263 -2.4095  -1.390
O -6.6720 -0.6911 0.2769  -0.278
H 2.4794 0.4764 -3.3642  -0.062
C 0.7432 -2.2257 -4.9623  1.091
C 0.3672 -0.7005 -1.0526  0.476
H -2.2020 -2.4098 6.5150  0.299

Atoms 1-2, force components in eV/Å:
H 0.080 0.332 0.209
C -0.323 -0.841 -0.216

As for the relative energy (zero: lowest compared OMol25 entry of this formula, charge and spin): 132.35 kJ/mol. As for the spin multiplicity: 1. The total energy is -69506.37992 eV. Its net charge is 0.

---

# 4
The following is a quantum chemistry calculation of C8H9Br6Cl9O3 as an isolated structure at a distorted geometry, from the OMol25 dataset.

Last column: natural (NBO) charge in e.
Atoms and positions in Å:
O 2.3287 1.9614 -3.7150  -0.534
H -1.2831 0.0781 0.7829  0.186
H -1.9545 3.2456 1.9767  0.253
Br -3.1648 -2.7790 1.7321  0.055
H 1.7399 1.0680 -1.7895  0.217
Br -1.9871 0.3369 2.5017  0.118
Cl 2.1202 -3.5145 -1.8482  0.023
C 0.5778 -2.5757 3.5750  -0.292
H -0.5881 0.9961 -3.3485  0.211
H 1.4385 0.1036 -3.2834  0.205
C -3.0915 -1.2743 3.0767  -0.508
H -0.1522 2.2548 -2.1259  0.166
Br 0.2211 1.1285 -0.8391  0.170
C 1.5934 2.8132 -4.5230  0.985
Cl -0.7027 3.9926 0.1313  0.057
Cl -0.3617 1.6306 1.7756  0.163
C 2.2962 -1.9792 -1.0282  -0.323
Cl -2.8120 1.9858 0.2570  0.068
H 0.6911 -1.6297 3.0456  0.179
Br -1.0404 -1.8970 -0.7960  0.075
O 0.3664 2.7299 -4.0551  -0.499
Br 0.8738 -1.2399 1.4394  0.175
O 2.0504 3.6258 -5.2616  -0.560
Cl 2.8369 -0.7023 -2.1319  0.032
H -2.6178 -1.7549 3.9326  0.220
Cl -0.9864 -3.2621 3.0759  -0.012
Cl 1.8397 -3.8099 3.4129  0.025
Cl 3.3689 -2.2810 0.3093  0.027
C 0.1385 1.7508 -3.0476  -0.116
C -1.5134 2.7716 1.0999  -0.325
Br -4.8425 -0.7089 3.6228  0.073
C -0.4193 -0.3606 0.2834  -0.542
H 1.3294 -1.6515 -0.6459  0.218
Cl 0.1956 -2.1560 5.2627  -0.026
C 1.5110 1.1031 -2.8546  -0.168

Atoms 1-2, force components in eV/Å:
O 1.134 -0.822 -0.293
H 0.614 -1.689 -1.095

As for the spin multiplicity: 1. The total energy is -547526.21419 eV. Its net charge is 0.

---

# 5
The following is a quantum chemistry calculation of C21H21N6SeSiV as an isolated structure at a distorted geometry, from the OMol25 dataset.

Last column: Mulliken spin population.
Atoms and positions in Å:
C -1.7554 -1.0640 0.0683  0.152
C -2.2733 0.7731 4.5151  0.019
N -1.1140 -2.3386 -1.8024  -0.038
H 3.5915 -1.9080 -1.1758  -0.009
Se 0.7751 -0.0805 -2.9680  -0.068
H 3.0436 3.2394 -1.0212  0.002
H 2.5917 3.6741 -4.2879  0.000
C 1.6357 -0.3579 0.9586  0.029
C -4.7854 1.6772 4.0443  -0.006
V 0.5911 -1.5879 -1.2897  2.528
N -4.3511 1.6426 5.2893  0.015
C 2.5373 2.2804 -1.0555  0.002
H -4.2514 -2.3138 -0.5685  -0.001
H 4.9241 1.5233 -3.5671  0.002
N -3.5933 -3.5318 -2.0695  0.042
C 2.5978 0.0254 1.8967  -0.024
C 4.1858 0.7690 -3.3131  0.005
C -1.9246 0.2311 2.1024  0.063
N 3.8706 -0.2780 1.7557  0.075
H -5.7937 2.0412 3.9081  0.000
H -2.7546 -4.6886 -3.5454  0.001
C 3.3073 -1.3611 -0.2788  0.097
C -0.5291 0.3386 2.1089  -0.018
H -1.2897 0.4063 4.7661  0.001
C -4.0232 1.2631 2.9640  0.019
H 4.5974 0.1760 -2.5010  -0.003
C 0.1980 -0.2250 1.0717  0.126
C -2.7357 0.7765 3.1970  -0.003
H 5.2721 -1.2447 0.6023  0.001
H -2.8208 1.2088 6.5549  0.000
Si 2.5329 1.6102 -2.8467  0.037
C -1.3333 -3.2762 -2.7252  0.062
H 3.0609 1.6209 -0.3704  0.001
H 1.5257 2.4235 -0.6836  -0.001
C 4.2267 -0.9859 0.6831  0.006
N 2.0111 -1.0460 -0.1609  -0.035
H 2.3328 0.5785 2.7880  -0.002
C -3.1252 1.2128 5.5174  -0.006
H 4.0685 0.1239 -4.1791  0.000
C 1.8959 2.8545 -4.1398  0.000
C -3.3974 -2.5892 -1.1725  -0.013
C -2.5348 -0.4976 1.0691  -0.024
H 1.7452 2.3620 -5.0977  0.000
C -2.5686 -3.8970 -2.8332  0.010
N -0.4168 -0.8757 0.0590  -0.037
H -3.6020 -0.6536 1.0893  -0.004
H -0.0170 0.8476 2.9102  -0.004
H 0.9402 3.2738 -3.8336  0.001
H -0.5101 -3.5044 -3.4014  0.003
H -4.4105 1.3366 1.9592  0.001
C -2.1482 -1.9847 -0.9909  -0.003

Atoms 1-2, force components in eV/Å:
C -0.330 0.543 0.695
C -0.135 0.020 -0.240

As for the spin multiplicity: 4. The total energy is -129965.55772 eV. Its net charge is +1.